Here is 3 unconnected molecules or ions with the total composition C43H36Br2NO4 in a non-equilibrium geometry from the Open Molecules 2025 dataset. Energies are from wB97M-V/def2-TZVPD.

Summary:
strongest force on any atom: 3.976 eV/A
orbital gap: 7.56 eV
HOMO: -10.63 eV
total charge: +1
E: -7163.4961 Eh

Positions of all 86 atoms, in Å:
C 3.78 0.64 7.48
C 3.39 1.89 6.53
Br 4.75 2.32 5.13
C 2.18 2.65 6.69
Br 0.98 2.06 8.18
C 1.83 3.93 5.75
C 1.73 3.59 4.19
C 0.48 4.23 3.41
C -0.80 4.61 4.31
C -0.60 4.02 5.79
C -1.84 4.24 6.78
C -2.94 3.06 6.58
C -4.00 2.73 7.69
C -5.05 1.58 7.47
C -5.12 0.76 6.15
C -4.08 1.07 5.05
C -3.00 2.20 5.29
N 0.66 4.68 6.32
H 4.41 1.07 8.33
H 4.48 -0.05 6.86
H 2.90 0.00 7.80
H 2.75 4.63 5.88
H 2.68 4.00 3.68
H 1.75 2.45 3.97
H 0.14 3.45 2.63
H 0.78 5.15 2.79
H -1.77 4.29 3.79
H -0.84 5.76 4.40
H -0.42 2.88 5.76
H -1.45 4.11 7.87
H -2.30 5.28 6.74
H -4.05 3.29 8.68
H -5.83 1.32 8.28
H -5.88 -0.07 5.93
H -4.07 0.51 4.05
H -2.25 2.33 4.43
H 0.66 5.66 5.94
H 0.66 4.78 7.35
C 0.90 -0.60 0.89
C -0.20 0.11 1.36
C -1.07 0.72 0.47
C -0.84 0.64 -0.90
C 0.28 -0.05 -1.38
C 1.14 -0.68 -0.48
C 0.56 -0.11 -2.83
O 1.54 -0.71 -3.25
C -0.35 0.59 -3.77
C -0.06 0.59 -5.13
C -0.91 1.23 -6.02
C -2.06 1.86 -5.55
C -2.35 1.87 -4.19
C -1.49 1.24 -3.30
C -1.78 1.28 -1.85
O -2.79 1.83 -1.43
H 1.58 -1.08 1.58
H -0.38 0.18 2.43
H -1.93 1.27 0.84
H 2.01 -1.23 -0.84
H 0.84 0.10 -5.51
H -0.68 1.24 -7.08
H -2.74 2.36 -6.25
H -3.25 2.36 -3.83
C 2.89 -2.41 -5.21
C 3.05 -3.43 -4.28
C 2.59 -4.71 -4.56
C 1.95 -4.97 -5.77
C 1.77 -3.94 -6.70
C 2.25 -2.66 -6.42
C 1.05 -4.19 -7.97
O 0.90 -3.29 -8.78
C 0.52 -5.55 -8.23
C -0.21 -5.78 -9.40
C -0.70 -7.06 -9.67
C -0.46 -8.10 -8.77
C 0.26 -7.86 -7.61
C 0.74 -6.58 -7.33
C 1.48 -6.34 -6.07
O 1.68 -7.25 -5.29
H 3.26 -1.41 -4.99
H 3.54 -3.23 -3.33
H 2.72 -5.50 -3.83
H 2.13 -1.86 -7.14
H -0.40 -4.98 -10.10
H -1.28 -7.24 -10.57
H -0.84 -9.09 -8.98
H 0.44 -8.68 -6.91

Atom charges from the Mulliken analysis, given in e for atoms 1 to 2: -1.0934 0.1656

Here is a molecular structure, C42H58CrN6OP2Se in a non-equilibrium geometry from the Open Molecules 2025 dataset. Energies are from wB97M-V/def2-TZVPD.

Summary:
strongest force on any atom: 1.597 eV/A
orbital gap (alpha / beta): 5.94 / 5.57 eV
HOMO (alpha / beta): -3.78 / -3.42 eV
spin multiplicity: 2
total charge: -1
relative energy (zero: lowest compared OMol25 entry of this formula, charge and spin): 5.2 kcal per mole
E: -6167.7184 Eh

Positions of all 111 atoms, in Å:
Cr 1.38 -1.42 -0.63
C -1.35 0.30 4.63
C -1.49 1.60 3.85
C -0.83 2.74 4.63
P -0.76 1.46 2.12
C -1.50 3.05 1.43
C -1.99 2.97 -0.02
C -0.42 4.14 1.49
C -1.86 0.12 1.46
C -3.24 0.30 1.38
C -4.08 -0.69 0.88
C -3.53 -1.89 0.44
C -2.16 -2.10 0.54
C -1.30 -1.11 1.05
N 0.08 -1.38 1.17
C 0.45 -2.17 2.23
C -0.46 -2.83 3.10
C -0.01 -3.52 4.21
C 1.35 -3.61 4.52
C 2.25 -3.01 3.65
C 1.84 -2.33 2.51
P 2.86 -1.59 1.22
C 4.39 -2.61 1.03
C 5.30 -2.80 2.25
C 3.99 -3.96 0.44
C 3.38 0.08 1.84
C 4.76 0.48 1.32
C 3.24 0.28 3.35
H -1.75 0.42 5.64
H -0.30 0.00 4.73
H -1.88 -0.52 4.15
H -2.55 1.83 3.73
H 0.26 2.65 4.61
H -1.15 2.71 5.68
H -1.10 3.72 4.24
H -2.34 3.34 2.07
H -2.53 3.89 -0.29
H -1.14 2.89 -0.70
H -2.65 2.13 -0.22
H 0.42 3.86 0.84
H -0.01 4.28 2.49
H -0.81 5.10 1.15
H -3.68 1.23 1.74
H -5.15 -0.53 0.83
H -4.16 -2.67 0.04
H -1.73 -3.04 0.24
H -1.52 -2.79 2.89
H -0.74 -4.00 4.86
H 1.69 -4.15 5.40
H 3.31 -3.08 3.87
H 4.93 -2.06 0.27
H 4.99 -3.67 2.83
H 5.32 -1.94 2.92
H 6.33 -2.98 1.91
H 3.46 -4.56 1.18
H 4.87 -4.52 0.12
H 3.32 -3.84 -0.41
H 2.65 0.74 1.36
H 5.56 -0.06 1.84
H 4.92 1.55 1.49
H 4.86 0.29 0.25
H 3.87 -0.41 3.91
H 2.21 0.13 3.67
H 3.53 1.31 3.61
C -5.28 4.71 -0.75
C -4.92 3.74 -1.85
C -4.76 2.39 -1.59
C -4.41 1.49 -2.59
C -4.23 1.94 -3.89
N -3.93 1.08 -4.99
C -3.65 -0.27 -4.96
O -4.13 -1.04 -5.76
N -2.77 -0.70 -3.99
C -1.69 -0.02 -3.38
C -1.20 1.21 -3.75
C -0.12 1.72 -3.05
C 0.47 0.98 -2.04
N 0.04 -0.25 -1.74
C -1.02 -0.72 -2.37
C -4.38 3.29 -4.16
C -4.72 4.18 -3.15
H -5.41 4.20 0.20
H -6.20 5.25 -0.98
H -4.49 5.46 -0.62
H -4.90 2.02 -0.58
H -4.29 0.44 -2.34
H -4.37 1.34 -5.86
H -2.73 -1.71 -3.94
H -1.65 1.78 -4.55
H 0.29 2.69 -3.30
H 1.33 1.33 -1.49
H -1.32 -1.72 -2.10
H -4.22 3.65 -5.17
H -4.83 5.23 -3.39
C 2.82 -0.45 -4.02
C 3.45 -1.31 -2.92
C 4.86 -0.79 -2.63
C 3.54 -2.76 -3.42
N 2.64 -1.24 -1.73
H 3.35 -0.58 -4.96
H 2.85 0.61 -3.74
H 1.77 -0.74 -4.16
H 5.45 -0.70 -3.55
H 5.38 -1.47 -1.95
H 4.80 0.19 -2.15
H 4.22 -2.85 -4.28
H 2.55 -3.12 -3.71
H 3.90 -3.40 -2.61
Se -0.39 -5.63 -2.41
C 0.17 -4.12 -1.62
N 0.48 -3.13 -1.08

Atom charges from the Mulliken analysis, given in e for atoms 1 to 2: -0.7358 -1.4981

- Look up the strongest force on any atom of the first one.
  3.976 eV/A